Computed, not measured: one molecule with the formula C5H8O2, with wB97M-V/def2-TZVPD.

Structure (XYZ):
```
15
Properties=species:S:1:pos:R:3:nbo_charge:R:1
H -0.69425 0.83028 -0.94700 0.1819
H 2.64464 0.70943 0.03899 0.2513
H -0.94409 -1.47952 0.93040 0.2288
C -1.33092 0.40293 -0.16431 -0.0641
O 0.86473 -0.70407 -1.16833 -0.4986
H -1.76622 -1.05921 -1.23861 0.4629
H 1.25718 1.62156 0.69675 0.2259
H -1.84378 1.23853 0.30577 0.1869
C 1.05174 0.61416 -1.35922 0.2677
H 1.49070 -1.44274 0.72168 0.1977
C 0.92449 -0.61187 0.28786 0.0897
O -2.30184 -0.38720 -0.80578 -0.6969
C 1.55450 0.76384 0.08808 -0.5889
C -0.49815 -0.47864 0.81636 -0.4703
H -0.45793 -0.03984 1.81967 0.2262
```

Calculated values
* frontier orbital gap: 9.66 eV
* F_max: 0.998 eV/Å
* 2S+1: 1
* charge: 0
* relative energy (zero: lowest compared OMol25 entry of this formula, charge and spin): 4.272 eV